Entry 1:
A structure of composition C16H28BCl3O3Ru in a non-equilibrium geometry. Source: OMol25; level of theory: ωB97M-V with the def2-TZVPD basis set.

Output
⟨S²⟩: 6.0208
E_HOMO (spin up / spin down): 0.046 / 0.024 hartree
spin multiplicity: 5
net charge: -2
total energy: -64020.0187 eV
ΔE to the lowest compared entry with this formula, charge and spin: 0.0 kJ/mol

Last column: Mulliken spin population.
Positions of all 52 atoms, in Å:
1 Ru 0.4212 -0.5505 -2.4222  3.124
2 Cl -1.6443 -0.8447 -1.4745  0.171
3 Cl 1.3119 1.4089 -1.7838  0.190
4 Cl -0.2544 -0.1529 -4.5068  0.197
5 O -1.5287 1.2116 3.2467  -0.001
6 O -0.4202 2.0289 1.3589  -0.006
7 O 0.5819 0.2109 2.5178  0.001
8 C -1.7492 3.5416 3.8307  0.000
9 C -1.5232 4.1163 0.9306  -0.001
10 C 2.6298 -1.5381 -1.1231  0.115
11 C 1.7301 -2.5075 1.0867  -0.008
12 C 3.0523 -1.1312 -3.6681  -0.085
13 C -3.6951 2.2436 3.0680  0.001
14 C -2.2039 2.4361 2.8787  -0.003
15 C 0.7822 -3.3390 -3.8478  0.011
16 C 0.8142 -2.9514 -1.2663  0.073
17 C 2.3351 -1.7237 -2.5231  0.098
18 C 1.2267 -2.6582 -2.6140  -0.017
19 C 3.7685 -0.7656 -0.5900  -0.014
20 C -0.2932 -3.8630 -0.9071  -0.012
21 C -1.7066 2.6720 1.3724  -0.002
22 C -2.6345 1.9686 0.3799  -0.001
23 C 1.7020 -2.3009 -0.3790  0.095
24 B -0.4311 1.0971 2.3923  0.005
25 H -0.6564 -3.6651 0.1060  0.000
26 H 0.5434 -0.2821 3.3516  0.000
27 H 3.9239 0.1608 -1.1528  0.007
28 H 2.3561 -3.3737 1.3364  0.011
29 H 3.9439 -0.6036 -3.3194  0.000
30 H -1.1008 4.1460 -0.0802  0.004
31 H -3.8941 1.8950 4.0891  0.000
32 H -2.4888 4.6380 0.9071  0.000
33 H 2.1312 -1.6352 1.6082  0.003
34 H -0.6931 3.8014 3.6756  0.000
35 H 2.4072 -0.4030 -4.1834  -0.001
36 H -4.2183 3.2000 2.9265  0.000
37 H 3.6109 -0.4968 0.4617  0.000
38 H 0.0352 -4.9105 -0.9444  0.015
39 H -1.8777 3.1937 4.8638  0.000
40 H -4.1061 1.5094 2.3682  0.000
41 H -2.1678 1.9181 -0.6121  0.002
42 H -3.5822 2.5142 0.2922  -0.003
43 H -2.8509 0.9364 0.6860  0.005
44 H 1.6051 -3.9172 -4.2889  0.003
45 H 3.3337 -1.9037 -4.3919  0.001
46 H -0.8526 4.6677 1.5970  0.000
47 H -2.3495 4.4517 3.7115  0.000
48 H 0.7247 -2.6998 1.4755  -0.001
49 H -0.0349 -4.0317 -3.6234  0.002
50 H -1.1445 -3.7559 -1.5903  0.003
51 H 4.7001 -1.3496 -0.6389  0.017
52 H 0.4309 -2.6133 -4.5873  -0.001

=====

Entry 2:
A structure of composition C16H28BrN4O2ReSSbSe4 in a non-equilibrium geometry. Source: OMol25; level of theory: ωB97M-V with the def2-TZVPD basis set.

Output
E_HOMO: -0.590 hartree
net charge: +3
total energy: -378005.2896 eV
ΔE to the lowest compared entry with this formula, charge and spin: 231.8 kJ/mol

Last column: Mulliken charge in e.
Positions of all 58 atoms, in Å:
1 Re 2.9337 -0.8683 1.6596  0.747
2 Sb 1.7692 -2.5082 4.2637  1.024
3 Br 2.7601 4.9568 4.2825  -0.119
4 Se 0.7150 0.0315 1.6198  -0.084
5 Se 3.2548 -0.7281 4.3170  -0.028
6 Se -0.1441 -3.7235 4.4571  -0.106
7 Se 2.8726 -3.1219 1.5544  -0.110
8 S 0.1248 0.4391 -0.4844  -0.217
9 O 4.1408 0.4294 1.8828  -0.057
10 O 5.8611 0.8468 0.4345  -0.464
11 N -2.0330 -1.0584 0.1926  0.087
12 N 3.2506 0.7645 -0.8988  -0.438
13 N -2.0645 0.2106 -1.8047  -0.062
14 N 3.2788 -0.6216 -0.4629  -0.458
15 C -3.1570 -1.4653 -3.3315  -0.186
16 C -5.7410 -1.4898 1.1293  -0.528
17 C 5.2569 2.6239 1.9676  0.738
18 C -6.3734 -1.8693 -0.2072  -1.054
19 C -2.1088 -1.4288 -4.4449  -0.831
20 C -3.3801 -1.6752 0.2478  -0.560
21 C 5.2309 1.3556 1.2797  0.541
22 C -1.5229 -0.2347 -0.6923  0.747
23 C 6.4654 4.6328 2.4445  -0.674
24 C 5.3811 5.0957 3.1785  -0.329
25 C -4.3842 -0.8004 0.9832  -0.260
26 C 4.2317 4.3195 3.3020  -0.325
27 C 4.1608 3.0766 2.7084  -0.092
28 C 6.4115 3.3990 1.8215  -0.681
29 C -3.3064 -0.1850 -2.5211  -0.988
30 C -0.6507 -1.5186 -3.9818  -0.843
31 H -6.3984 -1.0134 -0.8876  0.261
32 H -3.2510 -2.6378 0.7445  0.387
33 H -5.8487 -2.6898 -0.7020  0.267
34 H 7.3535 5.2433 2.3592  0.444
35 H -7.4035 -2.1918 -0.0692  0.395
36 H -2.2542 -0.5355 -5.0582  0.342
37 H 4.1771 -1.0373 -0.7192  0.376
38 H -0.0121 -1.8611 -4.7950  0.441
39 H -6.4046 -0.8140 1.6687  0.343
40 H 4.2034 1.0181 -1.1361  0.268
41 H -1.4855 0.8533 -2.3277  0.377
42 H 7.2467 3.0306 1.2413  0.463
43 H -4.1213 -0.2381 -1.8034  0.110
44 H 2.7166 0.7996 -1.7607  0.255
45 H -3.6980 -1.8958 -0.7635  -0.171
46 H -0.2495 -0.5540 -3.6551  0.124
47 H 2.5740 -1.1296 -0.9982  0.270
48 H 3.2623 2.4849 2.8051  0.447
49 H -1.4704 -1.1896 1.0206  0.024
50 H 5.4249 6.0648 3.6575  0.442
51 H -5.6297 -2.3772 1.7583  0.314
52 H -2.9536 -2.3129 -2.6679  0.170
53 H -3.5287 0.6563 -3.1763  0.570
54 H -2.3090 -2.2703 -5.1080  0.370
55 H -4.1390 -1.6562 -3.7700  0.481
56 H -0.5465 -2.2336 -3.1588  0.212
57 H -3.9812 -0.5397 1.9662  0.373
58 H -4.5071 0.1422 0.4390  0.259

=====

Entry 3:
A structure of composition C16H28CeF3IN3OS2 in a non-equilibrium geometry. Source: OMol25; level of theory: ωB97M-V with the def2-TZVPD basis set.

Output
E_HOMO (spin up / spin down): -0.687 / -0.687 hartree
net charge: +3
total energy: -74392.4975 eV

Last column: Mulliken charge in e.
Positions of all 55 atoms, in Å:
1 Ce -0.2151 0.0560 -1.0968  0.896
2 I -1.1369 2.4243 -2.5857  -0.060
3 S -0.8078 -2.0457 -3.0670  0.009
4 S 1.0847 2.4303 1.4477  0.138
5 F -2.6857 -0.4269 5.7253  -0.223
6 F -4.3978 -1.5109 4.9749  -0.243
7 F -2.5830 -2.5672 5.4769  -0.222
8 O 0.8168 1.3025 0.4357  -0.159
9 N 1.7161 -0.0281 -2.9048  -0.067
10 N 1.4170 -2.0379 -0.9243  0.069
11 N -1.4535 -0.7678 1.0182  0.162
12 C -2.7794 -0.7760 1.2183  -0.318
13 C -0.1361 -3.5355 -2.2203  -0.699
14 C 1.2135 -0.3785 -4.2551  -0.830
15 C 2.5591 -2.1445 -1.8666  -0.703
16 C 1.7236 5.0893 1.2846  -1.269
17 C 0.6052 -3.2741 -0.9034  -0.646
18 C -2.5338 -1.2272 3.5440  0.252
19 C 0.4742 -1.7126 -4.3593  -0.528
20 C -1.7305 2.7843 1.2401  -0.691
21 C -0.5597 2.7961 2.2036  -0.418
22 C -1.1546 -1.2068 3.3617  -1.103
23 C -0.6674 -0.9717 2.0883  -0.065
24 C 2.9163 -0.7758 -2.4683  -0.812
25 C -3.3654 -0.9933 2.4572  -0.703
26 C 1.2454 3.9370 0.4215  -0.227
27 C -3.0739 -1.4463 4.9471  0.715
28 H 0.4886 -4.0486 -2.9490  0.483
29 H -0.4473 3.7789 2.6536  0.511
30 H 2.2919 -2.8348 -2.6631  0.219
31 H -1.6928 3.6204 0.5425  0.318
32 H 3.4452 -2.5564 -1.3721  0.432
33 H -4.4397 -0.9816 2.5697  0.603
34 H 0.4062 -0.9184 1.9236  0.520
35 H 0.2938 4.1535 -0.0576  0.178
36 H 1.2370 -4.1522 -0.7110  0.434
37 H 3.6165 -0.9275 -3.3007  0.380
38 H -0.9988 -4.1745 -2.0274  0.504
39 H 1.1555 -2.5587 -4.3515  0.361
40 H -2.6557 2.8806 1.8053  0.407
41 H 2.0038 0.9535 -2.9907  0.352
42 H -0.0667 -1.7346 -5.3061  0.542
43 H 1.9768 3.6923 -0.3474  0.403
44 H 2.0422 -0.4219 -4.9776  0.402
45 H 0.5375 0.4301 -4.5627  0.340
46 H 1.0125 5.3267 2.0734  0.347
47 H -0.1195 -3.1913 -0.0823  0.253
48 H -0.4851 -1.3686 4.1945  0.497
49 H -3.4051 -0.5903 0.3481  0.497
50 H 1.8499 5.9811 0.6747  0.384
51 H 3.4157 -0.1730 -1.7013  0.400
52 H -0.6834 2.0638 3.0027  0.333
53 H 2.6838 4.8561 1.7406  0.367
54 H 1.8213 -1.9408 0.0118  0.335
55 H -1.7755 1.8433 0.6667  -0.059